1.
Below is a structure of composition ClH14LiO7, with properties calculated with ωB97M-V with the def2-TZVPD basis set.

Each line ends with the Löwdin charge.
Cartesian coordinates (Å):
Li: 0.0816 -3.0803 -0.6810  0.76
Cl: 0.0378 -0.8449 0.2471  -0.01
O: 1.2107 -0.6368 3.3194  -0.08
H: 0.9107 0.2391 3.5623  0.03
H: 0.7987 -0.8052 2.4720  -0.10
O: 1.0591 0.4126 -2.8801  -0.05
H: 0.2945 0.6562 -3.4019  0.05
H: 0.7675 -0.3383 -2.3631  -0.03
O: -1.4074 2.0905 -0.3715  -0.08
H: -0.5576 2.5268 -0.4335  -0.01
H: -1.2071 1.2244 -0.0166  -0.08
O: -2.7233 -1.7579 2.4285  -0.06
H: -2.5608 -1.1025 3.1070  0.04
H: -1.9276 -1.7551 1.8966  -0.05
O: 3.4558 -0.6725 -0.0878  -0.07
H: 2.5140 -0.8423 -0.1084  -0.08
H: 3.5783 0.0725 -0.6762  0.03
O: -2.8518 -0.2412 -1.5587  -0.07
H: -1.9816 -0.1222 -1.1781  -0.08
H: -3.2684 -0.9005 -1.0036  0.03
O: 1.2765 2.2483 -0.4954  -0.06
H: 1.2330 1.3069 -0.3273  -0.05
H: 1.2673 2.3223 -1.4497  0.04

Output
* strongest force on any atom: 1.389 eV Å⁻¹
* LUMO energy: -2.06 eV
* total energy: -1002.844941 Ha



2.
Below is a cluster of 9 separate species, ClH16O8 in total, with properties calculated with ωB97M-V with the def2-TZVPD basis set.

Each line ends with the Löwdin charge.
Cartesian coordinates (Å):
Cl: -1.0021 -14.2411 -10.7305  -0.82
O: 1.9908 -11.6012 -8.0289  -0.06
H: 1.5073 -11.9856 -8.7601  0.02
H: 2.0371 -12.3010 -7.3775  0.02
O: -1.7702 -13.2688 -6.3793  -0.06
H: -1.2305 -13.3730 -7.1629  0.01
H: -1.3908 -13.8760 -5.7441  0.02
O: -6.1267 -14.1800 -12.1247  -0.06
H: -6.4155 -14.3986 -13.0108  0.02
H: -5.2305 -13.8627 -12.2359  0.03
O: 1.4410 -18.0810 -12.3071  -0.06
H: 2.3743 -18.0310 -12.5140  0.02
H: 1.1809 -17.1733 -12.1502  0.02
O: -2.3741 -16.8914 -13.8942  -0.07
H: -1.9978 -16.2760 -13.2651  0.00
H: -1.6889 -17.5462 -14.0287  0.02
O: -3.4204 -10.5840 -9.9575  -0.07
H: -3.2100 -10.9121 -9.0833  0.02
H: -3.1996 -11.3069 -10.5448  0.01
O: 1.9693 -16.4794 -7.7495  -0.07
H: 1.1010 -16.4348 -8.1500  0.03
H: 2.5712 -16.2399 -8.4542  0.02
O: 1.8070 -13.8697 -14.4111  -0.07
H: 1.0977 -13.8224 -13.7700  0.02
H: 2.5497 -13.4482 -13.9787  0.02

Output
* strongest force on any atom: 0.562 eV Å⁻¹
* net charge: -1
* LUMO energy: 2.71 eV
* total energy: -1071.790937 Ha



3.
Below is a cluster of 2 separate species, ClH2 in total, with properties calculated with ωB97M-V with the def2-TZVPD basis set.

Each line ends with the Löwdin charge.
Cartesian coordinates (Å):
Cl: 1.5173 1.5761 2.2527  -0.84
H: 1.3059 2.0038 -0.1445  -0.14
H: 1.2396 2.1380 -0.8968  -0.02

Output
* strongest force on any atom: 0.412 eV Å⁻¹
* net charge: -1
* LUMO energy: 5.59 eV
* total energy: -461.424258 Ha



4.
Below is a cluster of 2 separate species, ClH2N2P in total, with properties calculated with ωB97M-V with the def2-TZVPD basis set.

Each line ends with the Löwdin charge.
Cartesian coordinates (Å):
N: 1.3434 -0.3942 0.7901  -0.09
N: 0.2075 0.0362 0.4910  -0.12
P: 3.4834 0.8626 -0.3573  0.06
Cl: 4.5493 -0.7215 0.0390  -0.07
H: -0.0156 1.0764 0.1886  0.15
H: -0.5006 -0.6371 0.2932  0.08

Output
* strongest force on any atom: 2.889 eV Å⁻¹
* LUMO energy (alpha / beta): -0.54 / -0.53 eV
* total energy: -912.095716 Ha



5.
Below is the molecule ClH2NO2S, with properties calculated with ωB97M-V with the def2-TZVPD basis set.

Each line ends with the Löwdin spin population.
Cartesian coordinates (Å):
N: 0.2825 -0.0438 -0.1467  0.07
O: 1.3140 -2.6675 0.7022  1.45
O: 1.4386 -1.4634 -1.8817  0.02
S: 0.6640 -1.5183 -0.7270  0.21
Cl: -1.0704 -2.4571 -1.3354  0.23
H: 0.2842 0.1165 0.9581  0.00
H: 0.4708 0.8846 -0.5997  0.01

Output
* strongest force on any atom: 3.957 eV Å⁻¹
* LUMO energy (alpha / beta): 0.28 / -1.94 eV
* 2S+1: 3
* total energy: -1064.606232 Ha
* <S²>: 2.018



6.
Below is a cluster of 2 separate species, ClH2NO2Si in total, with properties calculated with ωB97M-V with the def2-TZVPD basis set.

Each line ends with the Löwdin charge.
Cartesian coordinates (Å):
O: 0.6522 0.1301 -0.1111  -0.48
Si: 0.1614 1.5365 0.0879  0.66
H: -0.1126 2.6676 -0.8355  -0.07
H: 0.4638 2.1782 1.2579  -0.11
O: -0.4218 -2.4115 1.0243  -0.07
N: 0.1136 -2.2698 -0.0405  -0.48
Cl: -0.8566 -1.8312 -1.3829  0.55

Output
* strongest force on any atom: 4.598 eV Å⁻¹
* LUMO energy: -0.97 eV
* SMILES: O=[SiH2].O=NCl
* total energy: -955.977483 Ha



7.
Below is a cluster of 2 separate species, ClH2NOS2 in total, with properties calculated with ωB97M-V with the def2-TZVPD basis set.

Each line ends with the Löwdin charge.
Cartesian coordinates (Å):
N: -1.7747 -1.4808 -1.6990  -0.27
O: -0.3349 -0.1047 -3.0037  -0.51
S: 0.7827 1.3096 2.7763  0.21
S: -0.3474 -0.9685 -1.8598  0.83
Cl: 2.7785 1.7046 3.4096  -0.04
H: 0.8475 1.6935 1.4267  -0.17
H: -1.9517 -2.1537 -1.0501  -0.06

Output
* strongest force on any atom: 3.536 eV Å⁻¹
* LUMO energy: -0.93 eV
* total energy: -1387.694013 Ha



8.
Below is the molecule ClH2NP2, with properties calculated with ωB97M-V with the def2-TZVPD basis set.

Each line ends with the Löwdin charge.
Cartesian coordinates (Å):
P: 0.3250 -0.8118 0.2072  0.38
P: 1.2543 0.2585 1.8917  0.44
N: 0.7891 0.2093 3.4264  -0.93
Cl: -0.7226 -0.4041 3.8474  0.40
H: -1.0252 -0.1354 -0.0220  -0.11
H: 1.0817 0.1133 -0.6234  -0.17

Output
* strongest force on any atom: 2.000 eV Å⁻¹
* LUMO energy: -1.07 eV
* SMILES: [PH2]#P=NCl
* total energy: -1198.757720 Ha



9.
Below is a cluster of 2 separate species, ClH2O2P in total, with properties calculated with ωB97M-V with the def2-TZVPD basis set.

Each line ends with the Löwdin charge.
Cartesian coordinates (Å):
O: -1.7208 -1.0409 -0.9228  -0.51
P: -1.3665 -0.0189 0.0412  0.45
Cl: -2.1160 1.7917 -0.5166  0.15
O: 1.6617 0.0005 0.1554  -0.07
H: 2.4291 -0.0706 0.6259  -0.02
H: 1.1124 -0.6619 0.6169  0.00

Output
* strongest force on any atom: 3.976 eV Å⁻¹
* LUMO energy: -0.79 eV
* SMILES: O=PCl.O
* total energy: -953.252064 Ha



10.
Below is the molecule ClH2O3PS, with properties calculated with ωB97M-V with the def2-TZVPD basis set.

Each line ends with the Löwdin charge.
Cartesian coordinates (Å):
O: -1.4764 -1.1683 -0.1872  -0.05
O: -0.6150 -0.6506 0.8772  -0.34
P: 0.9605 -0.7855 0.5427  -0.19
O: 1.0904 -0.5188 -1.0381  -0.28
S: 1.9686 0.3938 1.6876  0.29
Cl: 1.3862 -2.7761 0.4490  0.37
H: -1.3687 -2.1561 -0.1025  0.10
H: 0.3830 0.1007 -1.3478  0.11

Output
* strongest force on any atom: 1.710 eV Å⁻¹
* LUMO energy: 0.08 eV
* SMILES: OO[P@@](O)(=S)Cl
* total energy: -1426.648103 Ha